No. 1
Below is C21H38IrN5O6 as an isolated structure, with properties calculated with the ωB97M-V functional and the def2-TZVPD basis.

Kohn-Sham gap (spin up / spin down): 7.25 / 4.89 eV
<S²>: 0.76
Charge: +3
Multiplicity: 2
DFT total energy: -44938.430 eV
LUMO level (spin up / spin down): -10.522 / -12.884 eV

Geometry as XYZ:
```
71
Properties=species:S:1:pos:R:3:forces:R:3
Ir 0.17332 0.13831 0.88252 1.0 -0.1 -0.1
C -2.87846 -1.09623 2.08518 0.0 0.0 0.0
C -1.66578 -0.98343 3.01334 0.0 0.0 0.0
N -0.34919 -1.16647 2.33780 -0.3 0.1 -0.1
C 0.79002 -1.27902 3.30125 -0.1 0.0 0.0
C 2.06473 -1.40290 2.50119 0.0 0.0 0.0
N 2.14749 -0.29169 1.49694 -0.1 0.0 0.1
C 3.07289 0.81807 1.89916 0.0 0.0 0.0
C 2.48914 1.84314 2.85258 0.0 0.0 0.0
C 1.36847 2.64638 2.21992 0.0 -0.1 0.0
N 0.11871 1.83249 2.13088 0.0 -0.2 0.0
C -1.04211 2.68346 1.71714 0.0 0.1 -0.1
C -2.23832 1.79830 1.47611 0.0 0.0 -0.1
N -1.83676 0.66656 0.58735 0.1 0.0 -0.2
C -2.76662 -0.49859 0.67385 0.1 0.0 0.1
H -3.71303 -0.64780 2.62589 0.0 0.0 0.0
H -3.14706 -2.14670 1.96626 0.0 0.0 0.0
H -1.73177 -1.75335 3.78485 0.0 0.0 0.0
H -1.62379 -0.02978 3.53922 0.0 0.0 0.0
H -0.39148 -2.04411 1.80793 0.0 0.0 0.0
H 0.62817 -2.14920 3.93925 0.0 0.0 0.0
H 0.77675 -0.39320 3.93664 0.0 0.0 0.0
H 2.07204 -2.33971 1.94456 0.0 0.0 0.0
H 2.93740 -1.39367 3.15304 0.0 0.0 0.0
H 2.52266 -0.71509 0.63949 0.1 -0.1 0.0
H 3.36579 1.33014 0.98800 0.0 0.0 0.1
H 3.96764 0.35640 2.31794 0.0 0.0 0.0
H 3.29674 2.52923 3.11337 0.0 0.0 0.0
H 2.16869 1.40328 3.80216 0.0 0.0 0.0
H 1.62978 2.95007 1.20362 0.0 0.0 0.0
H 1.14267 3.54559 2.79473 0.0 0.0 0.0
H -0.06314 1.49745 3.07732 -0.1 0.1 0.0
H -0.74049 3.19178 0.80423 0.0 0.0 -0.1
H -1.24092 3.43499 2.48222 0.0 0.0 0.0
H -3.05371 2.35620 1.01551 0.0 0.0 0.0
H -2.62438 1.39154 2.40777 0.0 0.0 0.0
H -1.83100 1.02214 -0.37720 0.0 0.1 0.0
H -2.39876 -1.23856 -0.03398 0.0 0.0 0.0
H -3.75162 -0.18039 0.32963 0.0 0.0 0.0
C 2.90838 1.34119 -1.42095 0.1 0.0 0.1
O 1.62516 0.71252 -1.20228 -0.8 0.4 0.0
C 0.76812 0.90576 -2.35853 -0.1 -0.1 -0.1
C 0.10096 2.25061 -2.45592 0.1 0.1 0.1
O -0.88524 2.39985 -1.43809 -0.1 0.0 -0.1
C -1.73776 3.52048 -1.74817 0.0 0.0 0.1
H 3.17733 1.25899 -2.47293 0.0 0.0 0.0
H 3.65770 0.79910 -0.84960 0.0 0.0 0.0
H 2.89460 2.39388 -1.13583 0.0 0.0 0.0
H 0.01725 0.11635 -2.33203 0.0 0.0 0.1
H 1.37162 0.76102 -3.25640 0.0 -0.1 0.0
H -0.37990 2.31498 -3.43665 0.1 0.0 0.0
H 0.82613 3.06826 -2.38662 0.0 0.0 0.0
H -2.19557 3.38797 -2.72894 0.0 0.0 0.0
H -1.16907 4.45201 -1.73523 0.0 0.0 0.0
H -2.52655 3.56893 -1.00109 0.0 0.0 0.1
O 2.10797 -2.23336 -0.53333 0.1 0.0 0.0
C 1.00405 -2.15393 -0.99338 -0.2 0.1 -0.1
O 0.07197 -1.41495 -0.23419 0.2 -0.2 0.2
C 0.43331 -2.77810 -2.17581 0.0 0.0 0.0
C 1.17816 -3.70945 -2.90786 0.0 0.0 0.0
C 0.61314 -4.30545 -4.02305 0.0 0.0 0.0
C -0.68089 -3.97827 -4.41820 0.0 0.0 0.0
C -1.39047 -3.05002 -3.67472 0.0 0.0 0.0
C -0.86290 -2.44968 -2.55890 0.0 0.0 0.0
N -2.76873 -2.66837 -4.06372 0.0 0.0 0.0
O -3.20941 -3.14515 -5.07340 0.0 0.0 0.0
O -3.34357 -1.88811 -3.32187 0.0 0.0 0.0
H 2.18330 -3.96311 -2.59764 0.0 0.0 0.0
H 1.17794 -5.03073 -4.59172 0.0 0.0 0.0
H -1.13917 -4.43068 -5.28771 0.0 0.0 0.0
H -1.47256 -1.73821 -2.02289 0.0 0.0 0.0
```
Forces are in eV/Å.

---

No. 2
Below is one molecule with the formula C5H4ClFO, with properties calculated with the ωB97M-V functional and the def2-TZVPD basis.

Kohn-Sham gap: 9.79 eV
SMILES string: F[C@@]1(Cl)[C@@H]2OC=C[C@@H]21
Multiplicity: 1
DFT total energy: -22535.209 eV
LUMO level: 0.871 eV

Geometry as XYZ:
```
12
Properties=species:S:1:pos:R:3:forces:R:3
C 1.34657 -0.10643 -0.14266 -0.7 0.6 0.2
C 0.16763 -0.61321 -0.88681 -0.1 -1.1 -0.6
C -1.39216 0.82969 -0.20345 -0.1 0.3 0.4
C -0.90934 0.36108 0.95169 0.0 0.3 -0.6
C 0.17124 -0.60831 0.65720 0.1 -0.2 0.0
H 0.27011 -1.52767 -1.52172 0.0 1.0 0.6
H -2.14867 1.60300 -0.38265 0.4 -0.5 0.0
H -1.22242 0.66689 1.92773 -0.1 0.0 0.2
H 0.30436 -1.50615 1.26096 0.1 0.2 -0.2
O -0.82835 0.27276 -1.32093 0.0 0.1 0.0
F 2.39574 -0.94285 -0.16079 0.5 -0.4 0.0
Cl 1.84528 1.57119 -0.17856 -0.1 -0.3 0.0
```
Forces are in eV/Å.

---

No. 3
Below is a 9-piece molecular cluster, C18H54O9 overall, with properties calculated with the ωB97M-V functional and the def2-TZVPD basis.

Kohn-Sham gap: 9.90 eV
SMILES string: CCO.CCO.CCO.CCO.CCO.CCO.CCO.CCO.CCO
Multiplicity: 1
DFT total energy: -37967.455 eV
LUMO level: 0.387 eV

Geometry as XYZ:
```
81
Properties=species:S:1:pos:R:3:forces:R:3
C 5.35013 3.31914 -0.78651 0.1 0.2 -0.6
C 4.10319 2.79431 -1.49956 0.1 0.8 1.0
O 3.33248 2.02570 -0.57771 0.0 -0.3 -0.2
H 5.86873 4.00880 -1.46297 0.1 -0.1 0.1
H 6.05667 2.54357 -0.49392 -0.1 -0.1 0.0
H 5.07576 3.89763 0.09411 -0.1 -0.1 0.1
H 4.35185 2.22341 -2.39382 0.0 -0.2 0.0
H 3.53854 3.68625 -1.78631 -0.2 -0.2 -0.2
H 2.42218 2.36363 -0.55231 0.0 0.1 -0.2
C 2.92382 -0.72828 -2.90723 0.0 -0.3 0.0
C 2.29920 -1.06896 -1.55053 0.7 0.4 -0.1
O 3.21101 -0.86375 -0.47883 0.1 0.2 0.2
H 4.00244 -0.87782 -2.85854 0.0 0.0 0.1
H 2.72998 0.30689 -3.18351 0.0 0.0 -0.1
H 2.56707 -1.38960 -3.70163 -0.2 0.2 0.0
H 2.03481 -2.12597 -1.48621 0.0 0.0 -0.1
H 1.38521 -0.48523 -1.39782 0.2 0.0 -0.2
H 3.49470 0.07337 -0.43528 -0.5 -0.3 -0.2
C -1.06940 -5.39001 -0.42341 -0.4 -0.2 0.3
C 0.37770 -5.17007 -0.08376 0.9 1.0 -0.6
O 0.78697 -5.93452 1.03821 -0.3 -0.3 0.0
H -1.41377 -4.75026 -1.23596 0.2 0.1 -0.1
H -1.71412 -5.16710 0.42982 0.1 -0.1 0.0
H -1.23432 -6.42697 -0.72035 0.0 0.0 0.1
H 0.61079 -4.11107 0.11052 -0.5 0.0 0.1
H 1.00728 -5.38018 -0.96331 -0.1 -0.4 0.1
H 1.63855 -5.60081 1.32826 0.1 0.0 0.0
C -0.32646 -2.33565 3.93413 0.1 -0.9 -0.3
C -1.24916 -3.46580 3.49320 0.4 0.1 0.2
O -2.31333 -3.53957 4.43889 -0.2 0.2 -0.1
H -0.87685 -1.39924 3.88220 0.2 0.2 0.2
H 0.53751 -2.33033 3.26606 -0.1 0.3 -0.1
H 0.05808 -2.55097 4.92988 -0.2 0.3 0.1
H -0.72795 -4.42705 3.46774 0.2 0.1 -0.1
H -1.59323 -3.25092 2.47422 -0.3 -0.1 0.1
H -2.71844 -4.40960 4.40438 0.0 0.0 -0.1
C 0.49726 3.54535 2.81621 -0.3 -0.6 -0.2
C 0.55799 4.95422 2.29637 0.0 0.9 0.2
O -0.38017 5.14821 1.21999 0.2 -0.5 0.1
H 0.77277 2.83616 2.03205 0.3 0.1 0.0
H -0.50805 3.22982 3.10493 -0.1 0.4 0.1
H 1.15771 3.40121 3.66997 0.1 0.1 -0.1
H 1.57048 5.19268 1.94518 -0.1 -0.2 -0.1
H 0.35326 5.71332 3.05895 -0.1 -0.3 0.2
H -0.77464 6.01658 1.29789 0.0 0.1 -0.1
C -4.18928 1.07899 0.52301 0.1 0.4 -0.1
C -4.31204 0.68691 1.96520 -0.3 -1.1 0.3
O -3.25273 -0.23369 2.33369 -0.2 0.6 0.0
H -5.05604 1.69594 0.27900 0.0 0.0 -0.2
H -4.18489 0.19242 -0.10920 -0.1 0.0 0.0
H -3.28836 1.65338 0.29991 0.0 0.0 0.1
H -5.24887 0.12530 2.06105 -0.1 0.2 0.1
H -4.35067 1.50546 2.68510 0.2 0.2 -0.2
H -3.52833 -0.65778 3.15266 0.2 -0.2 0.0
C -0.03154 2.28895 -2.60352 -0.1 -0.3 0.2
C -0.23676 3.41490 -1.62045 0.5 0.0 0.1
O 0.87957 3.42892 -0.71470 0.0 0.1 0.0
H 0.10503 1.35863 -2.04907 -0.2 -0.1 -0.1
H 0.86678 2.38619 -3.21347 -0.1 0.4 -0.1
H -0.91988 2.20441 -3.23223 0.2 -0.1 -0.1
H -1.14792 3.26253 -1.03659 -0.1 0.0 -0.1
H -0.30490 4.37040 -2.15060 0.0 0.0 0.1
H 0.62778 3.96413 0.05401 -0.1 0.1 -0.4
C 0.10045 0.45719 0.69725 0.3 0.4 -0.5
C -0.36172 -0.94856 0.35179 0.3 -0.1 1.5
O -1.75747 -0.97168 0.09853 0.1 -0.1 -0.1
H -0.28323 1.17644 -0.03186 -0.1 -0.1 0.2
H 1.18830 0.57834 0.68395 0.0 -0.3 0.0
H -0.23115 0.75653 1.69246 -0.2 -0.1 0.0
H -0.16198 -1.55621 1.24520 0.0 -0.2 -0.1
H 0.22083 -1.42720 -0.43295 -0.7 0.2 -0.2
H -2.20087 -0.69720 0.92702 0.0 -0.2 -0.3
C -1.50376 -0.96461 -3.94340 -0.6 0.0 0.1
C -1.96077 -2.21856 -3.19591 0.3 0.4 0.7
O -2.96231 -1.84878 -2.25028 0.1 -0.3 -0.1
H -0.71117 -1.11778 -4.67495 0.0 -0.1 0.0
H -1.21458 -0.20740 -3.21216 0.3 -0.2 0.0
H -2.38446 -0.53777 -4.43041 0.1 -0.1 -0.2
H -1.12572 -2.66482 -2.63987 0.1 0.0 -0.2
H -2.35317 -3.00425 -3.84106 -0.1 0.2 -0.2
H -2.49838 -1.63017 -1.42088 -0.3 0.1 -0.1
```
Forces are in eV/Å.

---

No. 4
Below is C40H35N10O4Ti as an isolated structure, with properties calculated with the ωB97M-V functional and the def2-TZVPD basis.

Kohn-Sham gap: 5.95 eV
Charge: +3
Multiplicity: 1
DFT total energy: -88232.294 eV
LUMO level: -9.925 eV

Geometry as XYZ:
```
90
Properties=species:S:1:pos:R:3:forces:R:3
Ti 0.50968 0.52915 0.39065 0.3 0.9 0.4
O 3.49844 -1.38153 -1.33813 -0.3 0.1 -0.1
C 2.33726 -1.14642 -1.37295 0.1 -0.2 0.1
O 1.73372 -0.46565 -0.31416 0.4 -0.3 -0.2
C 1.35884 -1.45551 -2.45752 0.0 -0.1 -0.1
C 1.86289 -1.98637 -3.65882 -0.1 0.0 0.1
C 0.96660 -2.23420 -4.66239 0.0 0.0 0.0
C -0.40430 -1.98140 -4.45201 0.0 0.0 0.0
C -1.38387 -2.22221 -5.44892 0.0 0.0 0.1
C -2.70146 -1.99955 -5.18643 0.0 0.0 0.0
C -3.10951 -1.54273 -3.91001 0.1 0.0 0.0
C -2.19253 -1.29182 -2.93246 0.0 0.0 0.0
C -0.81137 -1.48747 -3.18470 0.0 0.0 0.0
N 0.08965 -1.20926 -2.20754 0.2 0.2 -0.2
H 2.91888 -2.18471 -3.75973 0.1 0.0 0.0
H 1.29644 -2.63406 -5.61190 0.0 0.0 0.0
H -1.06844 -2.59368 -6.41195 0.0 0.0 -0.1
H -3.44507 -2.18708 -5.94548 -0.1 0.0 -0.1
H -4.16323 -1.41372 -3.71185 -0.1 0.0 0.0
H -2.50045 -0.98545 -1.94261 0.0 0.1 0.1
C 1.34349 -5.09754 0.75750 0.0 0.0 0.0
C 0.54005 -4.35881 -0.10630 0.0 0.1 0.1
C 0.19666 -3.05639 0.21758 -0.1 -0.1 0.0
C 0.64571 -2.52606 1.42335 -0.2 0.2 -0.1
C 1.43966 -3.25560 2.30332 0.0 -0.1 0.0
C 1.79434 -4.54601 1.95375 0.0 0.0 0.0
N 0.23207 -1.19783 1.75058 -0.1 -0.1 0.7
N 0.03824 -0.99702 2.97244 0.0 -0.1 -0.4
C -0.35541 0.31030 3.32557 0.0 0.0 0.1
C -0.78637 0.50751 4.62784 0.1 0.1 -0.2
C -1.24303 1.77286 4.97534 0.0 0.0 -0.1
C -1.23303 2.76972 4.01043 0.1 -0.1 -0.1
C -0.76010 2.48155 2.73517 0.0 0.2 0.0
N -0.32326 1.27109 2.38819 0.0 -0.5 0.1
H 1.62388 -6.10905 0.49611 0.0 0.0 0.0
H 0.18185 -4.79882 -1.02466 0.0 0.0 -0.1
H -0.43579 -2.46727 -0.44077 0.1 -0.1 0.2
H 1.78653 -2.81389 3.22744 0.0 0.0 0.0
H 2.42165 -5.12638 2.61579 0.0 0.0 0.0
H -0.76440 -0.31678 5.32371 0.0 -0.1 0.0
H -1.59702 1.97308 5.97687 0.0 0.0 0.0
H -1.57696 3.76752 4.23431 0.0 0.1 0.0
H -0.72046 3.25320 1.97350 0.0 -0.1 0.1
O -3.74900 5.18632 -3.67296 -0.6 0.4 0.1
N -3.01057 4.28790 -3.95348 0.6 0.1 0.4
O -2.48324 4.08323 -5.01726 0.1 -0.2 -0.7
C -2.63407 3.37299 -2.85795 -0.3 -0.3 0.2
C -3.59672 3.02920 -1.97450 0.3 0.0 -0.1
C -3.31313 2.06860 -0.94408 0.0 -0.3 -0.1
C -4.30174 1.50206 -0.11575 0.1 0.0 0.0
C -3.95378 0.48607 0.74426 0.1 0.0 0.0
C -2.61990 0.07064 0.81726 0.0 0.0 0.0
N -1.65630 0.61382 0.07678 -0.1 0.1 0.0
C -2.01386 1.57183 -0.81214 0.0 0.3 -0.3
C -0.98151 2.05579 -1.68553 -0.2 0.0 -0.2
N 0.27340 1.62143 -1.41474 -0.2 0.0 -0.1
C 1.25900 1.94128 -2.24381 0.1 0.1 -0.1
C 1.03959 2.70994 -3.38821 -0.1 -0.1 0.1
C -0.22009 3.19909 -3.65163 0.1 0.0 0.0
C -1.27863 2.88805 -2.77211 -0.1 -0.1 0.2
H -4.58899 3.44876 -2.06856 0.0 0.0 0.0
H -5.32467 1.84631 -0.17908 -0.1 0.0 0.0
H -4.69207 0.00133 1.36593 0.0 0.0 0.0
H -2.33006 -0.72663 1.49398 0.0 0.1 0.0
H 2.25291 1.59307 -1.98037 -0.1 0.0 0.0
H 1.86575 2.92764 -4.04739 0.1 0.0 0.0
H -0.40407 3.80647 -4.52846 0.0 0.0 0.1
C 1.90725 6.03917 1.17844 0.0 0.0 -0.1
C 1.07148 5.40780 0.08579 0.0 0.1 0.0
N 1.05240 3.95643 0.29208 -0.2 -0.2 -0.1
C 2.03741 3.24260 0.88329 0.0 0.1 0.1
N 1.90031 1.89891 0.93800 -0.1 -0.1 -0.3
C 3.01177 1.12713 1.55011 0.0 -0.1 0.1
C 3.66474 1.91214 2.67095 0.0 -0.1 0.0
C 4.16575 3.22053 2.10836 0.1 -0.1 0.1
N 3.07750 3.89593 1.40407 -0.2 -0.1 -0.1
C 3.25117 5.34279 1.20334 0.0 0.1 0.0
H 1.41332 5.92977 2.14548 0.0 0.0 0.0
H 2.04061 7.10261 0.98922 0.0 0.0 0.0
H 1.49423 5.63480 -0.89861 0.0 0.0 0.1
H 0.04044 5.76194 0.10244 0.0 0.0 0.0
H 0.38094 3.42808 -0.24702 0.3 0.2 0.2
H 3.73566 0.85930 0.76921 -0.1 0.0 0.2
H 2.61943 0.18278 1.95196 0.1 0.1 -0.1
H 4.49539 1.34244 3.08687 0.0 0.0 0.0
H 2.94747 2.09607 3.47522 0.0 0.0 0.0
H 5.00050 3.06438 1.41796 0.0 0.0 0.1
H 4.50772 3.89170 2.89805 0.0 -0.1 0.0
H 3.80010 5.51069 0.27266 0.0 0.0 0.0
H 3.87209 5.70457 2.02189 -0.1 0.0 0.0
```
Forces are in eV/Å.